C33H34ClN6O5Ta as an isolated structure, computed with wB97M-V/def2-TZVPD.

The total charge is +4. Its molar mass is 811.073 g mol⁻¹. The total energy comes out at -67990.31228 eV. Its spin multiplicity is 1. For the orbital gap, the calculation gives 5.132 eV.

Geometry as XYZ:
```
80
Properties=species:S:1:pos:R:3:forces:R:3:lowdin_charge:R:1
Ta -0.008 -0.475 -0.266 0.2532 0.9656 -0.1174 2.1993
Cl 4.716 -3.282 1.831 0.0411 0.0551 0.0151 0.8187
O -0.553 1.238 -1.480 0.1791 -1.5173 1.3976 -0.1367
O 2.959 2.761 0.579 -0.0748 0.1964 -0.0263 0.1192
O -2.415 -0.724 -2.356 -0.0881 -0.0935 -0.0130 0.0713
O -3.071 0.567 2.984 -0.0217 0.1346 -0.0076 0.1163
O -1.458 -2.060 -0.843 1.0025 1.5429 0.2195 -0.1882
N -0.894 2.197 -3.476 -0.1605 0.2231 0.2909 0.2934
N -0.236 1.538 1.181 0.1235 -1.0520 -0.7700 0.0693
N -4.109 -2.511 -3.301 0.0163 -0.0173 0.0350 0.2294
N 2.015 0.843 -0.053 -0.9137 -1.2869 -0.1633 0.0557
N 1.191 -2.435 0.284 -0.7337 1.4823 -0.6167 -0.0721
N -1.816 -0.526 1.509 1.1738 -0.4823 -1.5064 0.0552
C 2.664 -4.724 0.816 -0.0048 -0.0762 -0.0371 0.0020
C 1.404 -4.804 0.244 0.0645 0.0999 -0.0030 0.0177
C -2.110 0.568 2.114 -0.4584 -0.1897 0.3063 -0.3198
C -0.587 -2.722 2.905 -0.0941 0.0465 0.0935 -0.0733
C 4.095 2.010 0.054 0.1863 -0.2319 -0.0337 0.0247
C 3.463 0.696 -0.473 -0.0683 0.1084 -0.2756 -0.1975
C 3.177 -3.467 1.124 -0.1077 -0.1237 -0.0169 -0.6351
C 4.529 -0.417 -2.449 0.0033 0.0982 0.0776 -0.0178
C -1.323 1.770 1.909 0.0343 0.3751 0.1396 -0.1438
C 4.437 0.571 -4.641 -0.0614 0.0095 -0.0149 -0.0271
C 0.690 -3.651 -0.011 0.1445 -0.2753 0.0478 -0.1097
C 2.415 -2.354 0.839 0.1034 0.2672 0.1560 -0.1563
C 0.291 0.092 -3.392 0.2041 -0.1951 -0.1454 -0.1459
C 0.494 3.771 1.590 -0.0667 0.0013 0.0633 0.0970
C -0.415 1.225 -2.754 -0.0527 0.1025 -0.5742 -0.4590
C -0.732 -4.817 4.079 0.0146 -0.0198 -0.0458 -0.0377
C -1.956 -2.744 2.678 0.1339 0.0254 -0.1148 -0.2103
C -3.134 -2.988 -2.272 0.2753 -0.1458 0.3968 -0.0080
C -2.708 -3.826 3.128 0.0083 -0.0238 -0.0025 -0.0226
C 0.027 -3.764 3.593 0.0468 0.0108 -0.0156 -0.0619
C -3.540 -0.816 3.102 -0.0004 -0.2462 -0.0318 0.0207
C 0.666 2.502 1.066 0.0115 0.3804 0.1266 -0.1669
C -2.283 -1.804 -1.807 -0.2372 0.0607 -0.2622 -0.5824
C -2.695 -1.585 2.048 -0.1313 -0.2383 -0.0060 -0.2227
C 3.193 1.550 -2.828 0.0474 -0.0547 0.0256 -0.0699
C 4.917 -0.408 -3.784 -0.0171 -0.0747 -0.0245 -0.0228
C -2.102 -4.850 3.839 -0.0152 0.0187 0.0086 -0.0274
C 1.905 2.024 0.475 0.4680 -0.1561 -0.0398 -0.3224
C -1.576 2.991 2.512 -0.0066 0.0557 0.0127 0.0981
C 3.680 0.571 -1.961 0.1436 0.0256 -0.0051 -0.2535
C 3.564 1.544 -4.164 -0.0403 0.1144 0.1143 -0.0541
C -0.667 4.023 2.315 0.0409 0.0146 -0.0288 0.0682
C 0.839 -0.853 -2.334 -1.0034 -0.1127 0.8759 -0.1964
H 3.245 -5.616 1.016 0.0104 0.0097 0.0209 0.1441
H 4.815 1.872 0.856 -0.1251 0.0171 0.1241 0.1558
H -3.647 -3.434 -1.422 -0.1371 0.0189 -0.0702 0.1523
H 2.546 2.338 -2.449 0.0546 0.0626 -0.0329 0.1249
H -2.453 3.118 3.134 -0.0283 -0.0130 -0.0353 0.1546
H 5.615 -1.152 -4.145 -0.0295 -0.0144 -0.0204 0.1278
H -2.480 -3.754 -2.686 -0.0693 0.0018 -0.1214 0.1567
H -0.837 4.997 2.756 -0.0123 -0.0011 -0.0032 0.1511
H 3.209 2.330 -4.819 0.0317 -0.0366 -0.0554 0.1233
H 4.751 0.594 -5.676 0.0286 -0.0258 0.0092 0.1281
H 4.552 2.598 -0.736 -0.0806 0.0589 -0.0027 0.1514
H 3.889 -0.168 0.032 0.0390 0.0311 -0.0224 0.1228
H -1.419 2.953 -3.053 0.0316 0.0125 0.0135 0.1639
H -2.699 -5.665 4.225 0.0023 -0.0146 -0.0303 0.1276
H -4.613 -0.840 2.936 0.0077 0.1690 -0.0930 0.1502
H -0.290 -3.696 -0.447 0.0209 0.0167 0.0373 0.0992
H -3.948 -1.494 -3.407 -0.0603 -0.0140 -0.0693 0.1610
H -0.781 2.223 -4.481 0.0523 -0.0722 0.0044 0.1659
H 1.102 0.480 -4.013 -0.0283 0.0522 -0.0309 0.1241
H 1.094 -3.742 3.777 -0.0118 0.0476 0.0545 0.1138
H -3.979 -2.961 -4.211 0.0126 0.0073 0.0126 0.1912
H 0.006 -1.870 2.587 0.0001 0.0101 0.1210 0.0786
H 2.798 -1.372 1.075 -0.0954 -0.0325 0.0747 0.0885
H -5.083 -2.670 -3.027 0.0126 0.0274 0.0103 0.1920
H -3.321 -1.958 1.235 -0.0670 0.0517 0.0335 0.1431
H -0.263 -5.602 4.656 -0.0082 -0.0240 -0.0250 0.1256
H -3.326 -1.146 4.115 0.0460 0.0708 0.0149 0.1537
H 0.680 -1.888 -2.639 0.0025 -0.0674 0.2139 0.0836
H 4.925 -1.167 -1.773 0.0514 -0.0006 -0.0310 0.1243
H -0.409 -0.399 -4.070 -0.0321 -0.0036 0.0279 0.1389
H 1.915 -0.695 -2.242 -0.0111 -0.1083 0.2522 0.0437
H -3.778 -3.859 2.951 -0.0039 -0.0042 0.0256 0.1299
H 0.972 -5.761 -0.015 0.0022 -0.0122 0.0386 0.1393
H 1.255 4.527 1.453 0.0316 -0.0224 0.0499 0.1538
```
Forces are in eV/Å.

---

C33H34FeI2N6O6 as an isolated structure, computed with wB97M-V/def2-TZVPD.

The total charge is -2. Its molar mass is 920.324 g mol⁻¹. The total energy comes out at -106589.78110 eV. Its spin multiplicity is 5. For the orbital gap (spin up / spin down), the calculation gives 5.321 / 5.273 eV.

Geometry as XYZ:
```
82
Properties=species:S:1:pos:R:3:forces:R:3:mulliken_spin:R:1
I -1.658 3.307 7.022 0.0535 -0.0577 -0.2595 0.0000
I 0.961 4.803 1.766 -0.1053 -0.0260 0.1762 0.0002
Fe -0.226 0.490 -0.361 0.3439 -0.5580 0.4487 3.6478
O -0.360 2.106 1.065 0.1878 -0.0831 -0.3900 0.0670
O -3.365 4.339 -4.219 0.0176 -0.0400 0.0272 0.0000
O -3.079 3.343 0.164 0.0178 -0.0993 -0.0246 0.0007
O 1.665 0.943 -1.319 -1.4011 0.9403 -1.9562 0.0281
O -0.814 0.665 -2.646 0.2838 -0.4179 -0.2559 0.0402
O -1.845 -1.088 -0.298 -0.7638 0.0448 -1.6590 0.0221
N -1.864 1.969 -1.209 0.0965 -0.3931 0.0129 0.0693
N 2.201 -1.305 -1.392 0.1799 -0.5226 -1.0782 0.0005
N -3.126 3.804 -2.040 0.0700 -0.0985 0.1567 0.0015
N -0.933 -0.637 1.850 0.4778 0.2156 1.0183 0.0240
N 1.630 -0.238 1.018 -0.0234 0.6180 1.1235 0.0361
N 0.907 -1.538 -0.981 -0.7117 0.1780 -0.5762 0.0424
C 6.419 0.989 -2.826 -0.0237 0.0339 0.0200 -0.0002
C 3.849 0.293 -1.971 0.5354 0.1042 -0.9418 0.0012
C 4.149 1.608 -2.324 -0.1471 -0.1653 0.0515 0.0002
C 2.589 -1.593 2.722 -0.1390 -0.1136 0.0891 0.0005
C 0.154 3.672 -3.727 -0.0910 -0.0658 -0.0278 -0.0013
C -1.450 1.450 3.077 0.0183 -0.1810 -0.1372 -0.0095
C 1.495 -0.994 2.100 0.0477 -0.0451 0.0415 -0.0006
C -0.862 -3.153 -0.915 -0.1279 -0.1585 0.0889 -0.0069
C 5.422 1.953 -2.752 0.0871 0.0184 -0.0106 0.0001
C -2.920 1.411 -4.521 -0.1229 0.0050 0.1265 -0.0011
C -1.549 1.634 -2.463 -0.3689 0.3866 0.0367 -0.0660
C 0.100 -1.174 2.687 0.0600 0.2388 0.0946 0.0100
C 3.998 -0.558 1.102 0.1626 -0.2614 0.6526 0.0007
C 0.472 -2.736 -1.211 0.5293 0.0930 -0.1266 0.0217
C 2.851 -0.017 0.541 1.2927 -0.0789 2.5212 -0.0078
C 1.393 -3.752 -1.854 -0.0646 -0.0417 0.0707 0.0028
C -0.675 2.343 2.259 0.2856 -0.1821 0.4044 0.0186
C -2.670 2.997 -0.928 -0.2617 0.4678 -0.1975 0.0020
C -0.219 3.516 2.938 0.1476 0.1308 -0.4048 0.0016
C -2.904 3.601 -3.356 0.0376 -0.0129 0.0574 -0.0014
C -2.057 2.387 -3.693 -0.0061 -0.2029 -0.1833 0.0151
C -3.285 -2.957 -0.358 0.1214 0.0776 -0.0097 0.0041
C 6.129 -0.322 -2.467 0.0530 -0.0055 -0.0085 0.0005
C -1.903 -2.332 -0.528 -0.2657 -0.2377 -0.4024 0.0153
C -1.976 0.183 2.445 0.1197 -0.0294 0.0534 0.0164
C -1.702 1.733 4.404 -0.0742 0.0166 -0.0809 -0.0013
C 2.459 -0.033 -1.525 -1.6130 -1.3240 -3.2949 -0.0008
C -1.230 2.902 4.985 -0.0895 0.1610 0.4538 0.0024
C -0.482 3.812 4.256 -0.0399 -0.0737 0.0237 -0.0006
C -0.848 2.841 -4.527 0.0907 0.1088 0.0908 0.0017
C 3.859 -1.369 2.219 0.0506 0.1173 -0.2985 0.0004
C -4.040 0.758 -3.709 0.1004 0.0858 -0.0722 -0.0003
C 4.855 -0.669 -2.045 -0.1046 -0.0229 -0.0543 0.0009
H -3.736 -2.564 0.554 -0.0307 -0.0182 0.0072 0.0002
H 4.609 -1.685 -1.767 -0.0104 -0.0082 -0.0014 -0.0012
H -0.039 -2.243 2.906 -0.0178 0.0025 0.0148 0.0011
H -1.309 -1.292 1.179 0.1671 0.2963 0.5319 -0.0147
H -3.916 -2.653 -1.196 -0.0200 0.0137 0.0212 -0.0004
H -3.342 1.967 -5.362 0.0657 0.0101 -0.0329 -0.0001
H 1.731 -3.382 -2.822 0.0116 -0.0148 0.0020 -0.0002
H -4.654 0.122 -4.351 -0.0210 -0.0045 0.0236 0.0001
H 7.416 1.257 -3.157 -0.0112 -0.0007 0.0028 -0.0001
H -1.226 3.414 -5.376 -0.0143 -0.0419 -0.0325 0.0002
H -2.567 -0.362 3.203 -0.0382 0.0207 0.0211 0.0009
H 5.637 2.980 -3.027 0.0070 -0.0166 0.0023 0.0000
H 2.437 -2.225 3.590 -0.0309 0.0410 0.0243 0.0003
H 2.286 -3.885 -1.241 0.0149 -0.0098 -0.0333 -0.0001
H -0.349 1.945 -4.898 -0.0466 -0.0276 -0.0011 0.0007
H 4.727 -1.815 2.690 0.0194 -0.0306 0.0260 0.0001
H -4.688 1.512 -3.257 -0.0311 -0.0289 0.0020 -0.0001
H -1.090 -4.196 -1.096 -0.0197 0.0075 0.0281 -0.0009
H 4.968 -0.359 0.667 -0.0164 0.0713 0.0222 0.0000
H -2.293 1.039 4.990 0.0280 -0.0432 -0.0122 0.0000
H 0.981 3.983 -4.368 0.0163 0.0294 0.0275 0.0000
H 3.354 2.339 -2.252 -0.0010 0.0191 0.0035 0.0017
H -3.696 4.593 -1.778 -0.0321 0.0164 0.0289 -0.0003
H -2.646 0.444 1.621 -0.0268 0.0200 0.0206 -0.0060
H 0.083 -0.651 3.650 0.0856 -0.0173 0.0538 0.0007
H -0.315 4.570 -3.317 0.0245 0.0091 0.0069 -0.0001
H 0.564 3.087 -2.902 0.0316 0.0218 0.0091 0.0003
H -2.255 0.637 -4.906 0.0325 0.0157 -0.0102 0.0002
H -3.250 -4.046 -0.312 -0.0025 -0.0134 -0.0228 -0.0005
H 2.904 0.625 -0.331 0.9937 1.1380 3.8306 0.0197
H -3.625 0.141 -2.910 -0.0211 -0.0063 0.0322 0.0001
H -0.105 4.718 4.708 0.0126 0.0130 -0.0164 -0.0001
H 0.889 -4.710 -1.985 -0.0242 -0.0046 0.0264 0.0000
H 6.905 -1.078 -2.517 -0.0178 -0.0033 0.0040 0.0000
```
Forces are in eV/Å.

---

An isolated ion of composition C33H34NO and charge +1, computed with wB97M-V/def2-TZVPD.

As for the SMILES: Cc1ccc(C(c2ccc(C)cc2)[C@@H](C(c2ccccc2)=[N+]2CCOCC2)c2ccccc2)cc1. The total charge is +1. Its molar mass is 460.641 g mol⁻¹. The total energy comes out at -38301.41871 eV. Its spin multiplicity is 1. For the orbital gap, the calculation gives 6.228 eV.

Geometry as XYZ:
```
69
Properties=species:S:1:pos:R:3:forces:R:3:nbo_charge:R:1
O 0.318 -1.743 -5.047 -0.2047 -0.3535 0.7218 -0.5031
N 0.263 -1.876 -2.207 -0.3238 0.3507 2.2866 -0.3642
C 0.301 -1.637 -0.856 0.9508 -0.1602 -0.6445 0.5305
C -1.562 -2.370 1.381 0.1764 -0.0661 0.4992 -0.1771
C 2.407 -4.570 0.375 -0.0144 0.1533 -0.0701 -0.2236
C -2.467 2.700 3.253 0.0538 0.2098 -0.0833 -0.2138
C 2.457 -2.774 2.003 -0.1805 -0.1271 -0.0655 -0.2159
C 3.473 2.830 -1.005 -0.0351 -0.1221 0.0199 -0.0082
C -1.847 2.854 0.560 -0.1735 0.0531 -0.2739 -0.1531
C -2.420 -2.606 2.464 -0.3043 -0.1177 -0.0322 -0.2326
C -0.933 -1.515 -2.970 -0.2144 1.1501 -0.7306 -0.2552
C -0.515 -0.548 -0.179 -2.3852 1.9230 -1.0996 -0.3653
C -1.432 1.930 2.724 0.0370 -0.4338 -0.3857 -0.1718
C -3.420 -1.691 2.783 -0.1373 0.2864 0.3155 -0.1919
C -2.856 3.655 1.100 -0.1139 0.0799 -0.0053 -0.2351
C 3.496 1.598 -0.341 -0.4775 -0.0080 -0.0569 -0.2014
C -2.772 -0.386 0.866 -0.0640 0.2378 0.3301 -0.1919
C 4.720 3.382 -1.665 0.0862 0.0598 -0.0717 -0.6367
C 1.532 -3.837 -0.419 -0.0119 0.2884 0.1443 -0.1586
C 2.903 -4.024 1.568 -0.2126 0.4014 -0.0037 -0.1222
C -4.351 4.404 3.005 -0.1249 0.1522 0.0501 -0.6391
C 1.116 3.041 -0.365 0.1205 -0.3593 -0.3234 -0.2116
C -1.163 1.905 1.330 -0.3968 -0.1918 -0.2903 -0.0842
C 2.326 1.059 0.209 0.6900 0.3298 -0.5597 -0.2325
C 1.470 -2.314 -4.444 -0.5454 -0.3368 -0.3346 -0.0791
C -0.114 0.950 0.714 2.6326 -0.8093 2.4424 -0.1596
C 2.276 3.550 -0.980 -0.0579 -0.3376 0.3008 -0.1988
C 1.143 -2.517 -0.050 0.5332 -0.3829 0.3198 -0.1252
C -3.222 3.563 2.448 0.1115 -0.1678 -0.2472 0.0131
C 1.084 1.702 0.111 0.3207 0.5197 0.2409 0.0022
C -1.599 -1.138 0.716 -0.9541 -0.5567 -0.7194 -0.0595
C -3.631 -0.598 1.935 -0.2305 -0.2820 0.0947 -0.2064
C 1.553 -2.091 -2.931 0.7248 0.1516 0.0962 -0.2531
C -0.872 -2.152 -4.359 0.5877 0.5024 -0.2869 -0.0828
C 1.549 -2.074 1.218 0.1680 0.3084 0.0046 -0.1286
H 3.608 -4.577 2.178 -0.0440 -0.0307 -0.1157 0.2364
H 0.290 0.421 1.632 -0.3263 0.9144 -0.8313 0.2046
H -4.453 0.102 2.124 0.2903 -0.3986 -0.2015 0.2299
H -5.300 3.856 3.125 0.4340 -0.0370 -0.1232 0.2311
H 2.741 -5.564 0.063 -0.2806 0.3543 0.1060 0.2408
H 2.092 -2.938 -2.499 -0.1064 0.3981 -0.1221 0.2335
H 1.147 -1.134 1.573 0.1965 -0.2302 0.0451 0.2263
H -0.831 1.340 3.424 -0.2668 -0.0789 -0.4030 0.2188
H 5.470 3.695 -0.925 -0.2448 -0.0933 -0.0757 0.2317
H -3.392 4.370 0.461 0.3461 -0.3317 0.2207 0.2208
H 1.514 -3.402 -4.657 -0.1218 0.4143 -0.0376 0.1748
H -1.858 -1.849 -2.476 0.5088 0.0601 0.1729 0.2351
H 2.152 -1.185 -2.762 -0.2178 -0.1553 0.1234 0.2188
H -4.561 5.250 2.340 0.0675 -0.1787 0.1411 0.2240
H 2.325 -1.820 -4.922 -0.1395 -0.2893 0.2212 0.2228
H 1.114 -4.297 -1.309 0.0838 0.0689 0.0355 0.2239
H -0.910 -3.246 -4.248 -0.0176 0.0934 -0.2329 0.1771
H -4.058 -1.821 3.676 0.4486 -0.0330 -0.6577 0.2271
H 2.430 0.143 0.778 -0.1188 0.0152 -0.2846 0.2015
H 2.263 4.538 -1.444 -0.1288 -0.1936 0.2801 0.2199
H -0.960 0.106 -0.971 -0.1590 -1.2946 0.1442 0.2507
H 0.282 3.743 -0.245 0.2816 -0.6320 -0.2356 0.2258
H -4.103 4.813 3.992 0.0345 -0.1242 -0.2139 0.2287
H -0.905 -3.180 1.065 0.1193 0.4370 0.4019 0.2049
H 4.489 4.258 -2.280 -0.0006 -0.1651 0.1266 0.2233
H -2.993 0.405 0.157 0.1762 0.1089 0.2573 0.2217
H -2.321 -3.516 3.067 -0.0023 0.3159 -0.4247 0.2264
H 2.790 -2.335 2.951 -0.1337 -0.3418 -0.4058 0.2399
H -2.710 2.655 4.319 0.2952 -0.0560 -0.3116 0.2237
H -1.685 -1.788 -4.999 0.0232 -0.2639 0.4456 0.2286
H -0.961 -0.411 -3.058 -0.1607 -0.4737 -0.2287 0.2177
H -1.563 3.018 -0.485 -0.4066 -0.3698 0.2984 0.2079
H 5.212 2.643 -2.314 -0.2433 0.1242 0.2066 0.2231
H 4.434 1.044 -0.275 -0.2163 0.1216 0.0967 0.2148
```
Forces are in eV/Å.